# H21O14S

A molecular structure, H21O14S at a distorted geometry (wB97M-V/def2-TZVPD, OMol25).

LUMO level	2.17	eV
energy	-1464.018385	Eh
HOMO level	-4.00	eV
charge	-1
maximum force	0.2105	hartree/bohr
ΔE to the lowest compared entry with this formula, charge and spin	66.1	kcal/mol

```
36
Properties=species:S:1:pos:R:3:forces:R:3
O -0.37358 -0.22647 0.06169 -5.93 4.26 -4.78
H -0.93058 -0.87647 -0.46331 0.88 0.42 0.65
H 0.39642 -0.58947 0.56269 3.02 -1.84 1.38
H -0.20258 0.61953 -0.49931 -0.37 -2.09 1.49
S 2.14442 -2.17247 0.77469 5.97 -3.41 1.26
O 3.35442 -2.07847 1.52069 2.26 1.34 2.57
O 2.53542 -1.97047 -0.56831 -0.15 1.03 -5.79
O 1.63042 -3.46047 0.99469 -3.49 -3.79 0.15
O 1.23542 -1.15447 1.16969 -2.99 3.66 3.16
O 1.03142 2.14253 0.41069 4.35 -1.74 4.39
H 2.03642 1.74753 0.57669 -3.92 1.31 0.16
H 1.13242 2.11653 -0.47931 -0.02 0.63 -5.12
O -1.39258 3.06053 1.21369 -3.14 -3.33 -8.90
H -0.53158 2.79953 1.04269 2.81 -1.08 -0.82
H -1.36358 3.40353 1.96969 0.05 4.47 9.86
O 1.86442 1.88353 -2.54131 4.42 8.08 -1.00
H 2.67242 1.86053 -3.09431 -1.16 -0.77 0.78
H 1.43042 1.14653 -2.43331 -3.01 -7.00 0.13
O -2.29058 -1.55747 2.24869 2.79 -0.42 0.56
H -1.68358 -0.93347 2.75469 -1.16 -1.03 -0.95
H -1.62358 -2.25847 1.95069 -1.30 1.27 0.46
O -1.56158 -2.57847 -0.89931 2.01 -0.14 0.19
H -2.20758 -2.92247 -1.46431 -2.66 -0.19 -1.01
H -0.85158 -3.11847 -1.29331 0.79 0.51 1.02
O 1.56442 0.72053 3.06369 -5.42 -1.48 5.87
H 2.20242 1.22853 2.80669 5.73 3.94 -2.88
H 1.25742 0.06853 2.50869 -0.09 -2.36 -2.55
O 1.08142 -0.60147 -2.14731 -5.12 -0.14 -7.57
H 1.61642 -1.11847 -1.68731 5.12 -3.53 5.45
H 0.96342 -1.42847 -2.84431 -0.16 3.57 1.86
O -1.06358 2.21553 -2.20231 -0.91 -1.27 -0.22
H -1.70958 1.40453 -2.40831 1.61 3.87 0.05
H -1.17258 3.16753 -2.53831 -0.73 -2.86 0.34
O -3.92458 -0.36047 0.46169 -6.97 2.61 -5.89
H -3.32958 -0.74947 0.92469 6.42 -3.61 5.26
H -3.93658 0.57053 0.54669 0.45 1.15 0.45
```
Positions in Å, forces in eV/Å.